No. 1
Formula: C5H7NO4
Source: the OMol25 dataset
Level of theory: the ωB97M-V functional and the def2-TZVPD basis

HOMO level	-0.3881	Ha
orbital gap	10.371	eV
multiplicity	1
SMILES	[H]/N=C(\O)C(=O)OCCC=O

Last column: Löwdin charge in e.
Element x y z (Å)
1 H 3.95065 1.95062 0.69160  0.1399
2 H 1.22996 1.23057 1.53308  0.0783
3 O 0.37950 0.31467 -0.08135  -0.0180
4 O 1.74030 -0.09278 -1.82024  0.1599
5 H -0.28896 -1.51242 -0.79812  0.1480
6 H -1.47457 -0.98841 1.35584  0.1331
7 C 1.53877 0.34031 -0.71986  -0.4395
8 C -0.67400 -0.50215 -0.60949  -0.1496
9 H -2.08037 0.52953 0.64019  0.1384
10 O -3.69318 -1.96570 0.55585  0.0629
11 C 2.64275 0.73630 0.25225  -0.3047
12 O 2.18492 1.37753 1.47579  -0.0099
13 H -0.99480 -0.06527 -1.56504  0.1409
14 H -3.36832 -0.88265 -1.11038  0.1319
15 N 3.73570 1.22586 -0.12876  0.1725
16 C -1.79075 -0.51258 0.41937  -0.1229
17 C -3.03760 -1.18343 -0.09073  -0.2614

No. 2
Formula: C25H67N6O9Ti
Source: the OMol25 dataset
Level of theory: the ωB97M-V functional and the def2-TZVPD basis

HOMO level (alpha / beta)	-0.2280 / -0.3162	Ha
orbital gap (alpha / beta)	6.217 / 8.428	eV
multiplicity	4
<S²>	3.75

Last column: Löwdin charge in e.
Element x y z (Å)
1 H 7.27609 13.38671 13.19647  0.0704
2 H 1.88970 11.19361 5.90557  0.0392
3 H 3.39584 17.30115 10.24937  0.0905
4 H 5.94190 16.77008 17.03965  0.0875
5 Ti 1.17666 16.25865 12.60441  0.6811
6 O -0.75756 12.88429 3.73601  -0.1965
7 H -2.15501 12.60081 2.19636  0.0839
8 H 0.74565 13.09466 14.13164  0.0727
9 C 5.68924 19.94362 10.47955  -0.1044
10 H 1.19323 13.14145 3.24558  0.1294
11 H 3.52020 19.79488 9.72328  0.1102
12 H 4.76906 11.97826 9.69144  0.0803
13 N 1.89583 17.82673 8.92368  0.0294
14 H 4.89688 16.65200 8.15525  0.0758
15 O -2.09424 12.96443 15.70775  -0.1607
16 H 1.21409 7.86759 9.26595  0.0791
17 H 1.85898 7.89850 7.70948  0.0737
18 H 0.30098 12.08493 12.67408  0.0764
19 H 5.19801 11.74054 13.42161  0.1250
20 H 2.99876 8.24323 9.08291  0.0697
21 H 5.16527 9.76493 11.83823  0.1428
22 H 1.25449 14.27255 8.79758  0.1007
23 H 2.98086 14.29751 12.66919  0.0284
24 H 5.83976 16.33019 12.16381  0.0916
25 H -0.18112 11.70233 14.29767  0.0758
26 H 5.41230 20.94227 10.13928  0.0860
27 H -0.94353 10.70571 5.47167  0.0826
28 N 3.11014 14.87941 13.49849  0.0116
29 O 2.14048 13.38451 11.28347  -0.0349
30 H 3.53190 16.84592 7.18560  0.0774
31 C -1.08116 12.64842 2.37285  -0.1090
32 H 5.20806 12.83037 11.93897  0.1169
33 C -0.03348 12.53429 13.60717  -0.0275
34 C 3.80351 16.60024 8.21235  -0.0471
35 O 1.79194 13.47859 9.02860  0.0766
36 H 4.02288 17.36929 14.51133  0.1170
37 H -2.90644 14.40781 14.49239  0.1278
38 H 2.02928 10.50431 10.44385  0.0139
39 C -2.90808 11.90066 15.23993  -0.1147
40 H -0.21595 9.48782 4.37147  0.0910
41 H -1.78918 14.73795 12.01345  0.0983
42 H -0.69801 11.69537 1.99878  0.0849
43 H 2.87852 11.61892 11.47307  0.0360
44 H 2.30510 12.50161 6.81619  0.0427
45 H -1.19417 9.03978 5.72608  0.0880
46 H -0.09768 10.98499 7.68839  0.1132
47 O 1.32058 15.21176 10.36070  -0.1273
48 C 1.74966 14.02331 10.29377  -0.7605
49 C 4.00463 19.04898 9.09102  -0.1890
50 H 0.76265 11.53545 3.79783  0.1043
51 C -0.42136 9.74774 5.40732  -0.0973
52 H 0.64889 15.11247 5.04350  0.0790
53 O 5.38628 18.98749 9.45474  -0.1931
54 O 0.71293 9.70942 6.27099  -0.2176
55 C 7.73045 12.41747 12.96962  -0.0810
56 H 4.07998 16.03434 15.63349  0.1218
57 C 1.63432 9.83614 8.50413  -0.4231
58 H 4.19739 16.99981 12.19105  0.0568
59 N 2.16338 12.17650 5.86726  0.0558
60 H 8.63989 12.63803 12.41486  0.0883
61 H 1.34966 14.82368 6.60669  0.0473
62 H 4.50921 10.27898 9.42559  0.0583
63 N 1.23627 10.39891 9.80225  0.0500
64 H -0.28261 14.25223 11.79604  0.0382
65 C 4.45404 15.41264 13.57878  -0.4146
66 H -0.41375 9.31964 7.93589  0.1271
67 H 6.09220 10.86988 9.89047  0.0747
68 N -0.93378 14.53895 12.51986  0.0277
69 C 0.96646 12.95125 5.43221  -0.3987
70 H -1.29596 14.75451 15.09850  0.1208
71 H 2.51066 10.30236 8.04342  0.1187
72 C 4.55128 16.43853 14.73272  -0.1825
73 H -0.66797 13.48813 1.80899  0.0875
74 C -1.25086 13.46747 13.44324  -0.4348
75 H 4.54922 15.44899 11.35157  0.0790
76 H 5.26326 14.70166 13.75819  0.1193
77 H 5.62472 18.22896 16.08131  0.0865
78 H 1.43515 17.02010 9.32576  0.0219
79 O 5.98195 16.52922 14.94069  -0.1746
80 C 6.18929 17.29315 16.11184  -0.1263
81 C 0.60818 12.59993 3.99569  -0.2125
82 H 3.53745 15.59065 8.51809  0.0636
83 N 3.32612 10.74481 11.75425  0.0218
84 H 1.79508 17.73132 7.92173  0.0599
85 H 7.22636 17.60770 16.23619  0.0866
86 C 5.46963 11.85688 12.36558  -0.2166
87 H -3.23085 11.20231 16.01444  0.0887
88 H -2.05390 12.87563 12.98854  0.1283
89 C 1.99316 8.36742 8.68796  -0.0571
90 C -1.93606 13.95444 14.71591  -0.2082
91 H 0.21405 12.67475 6.17524  0.1188
92 O 6.84058 11.62688 12.19023  -0.1995
93 H 0.94624 11.35433 9.63607  0.0342
94 H -2.30543 11.29916 14.55800  0.0767
95 H 3.82840 19.39035 8.06673  0.1246
96 C 0.37940 10.00147 7.60897  -0.2094
97 H -3.88463 12.14845 14.81412  0.0945
98 H 3.06532 10.63617 12.72928  0.0871
99 H 7.87907 11.88534 13.91077  0.0885
100 C 4.78151 16.07664 12.21200  -0.0316
101 H 6.75381 19.94745 10.71061  0.0833
102 H 5.18714 19.66375 11.40850  0.0806
103 C 1.31225 14.43519 5.58720  -0.0608
104 H 2.29404 14.71366 5.19663  0.0818
105 C 5.02377 10.98806 10.07522  -0.0390
106 C 3.32561 17.66441 9.22547  -0.4028
107 H 3.01245 14.22683 14.27045  0.0916
108 C 4.74299 10.73793 11.58531  -0.3982

How do the records compare in total energy? In the order shown, they have -14976.7693, -77489.4691 eV.